[1]
{"formula": "C8H32AgO16P", "method": "ωB97M-V/def2-TZVPD", "species": ["Ag", "P", "O", "O", "O", "O", "O", "O", "O", "O", "O", "O", "O", "O", "O", "O", "O", "O", "C", "C", "C", "C", "C", "C", "C", "C", "H", "H", "H", "H", "H", "H", "H", "H", "H", "H", "H", "H", "H", "H", "H", "H", "H", "H", "H", "H", "H", "H", "H", "H", "H", "H", "H", "H", "H", "H", "H", "H"], "xyz": [[0.727, 1.597, -3.621], [0.588, 0.986, -0.834], [3.671, 2.530, -0.088], [-0.253, -4.240, 1.158], [-2.210, -0.730, -2.336], [-0.800, 0.435, -0.323], [1.167, 0.244, -2.083], [3.285, -0.871, 0.979], [1.001, -0.750, 2.601], [0.594, -1.993, -3.345], [0.445, 2.368, -1.644], [-2.702, 1.861, 0.956], [1.925, 3.105, 2.084], [1.543, 1.082, 0.418], [2.867, -3.633, -4.000], [-5.691, 2.342, 1.756], [-0.768, 4.128, -0.292], [-1.360, -1.524, 1.311], [-1.802, -2.578, 0.441], [-3.641, 0.914, 1.376], [2.834, 3.998, 1.572], [0.937, -3.045, -2.524], [2.356, -3.465, -2.635], [-1.607, -3.894, 1.213], [-5.125, 1.171, 1.069], [4.041, 3.316, 0.994], [2.572, -0.248, 0.834], [0.639, -1.167, -2.858], [-1.855, -0.257, -3.089], [2.892, 2.016, 0.139], [2.371, 4.794, 0.989], [-1.951, 1.343, 0.659], [2.467, -4.435, -2.150], [3.157, -2.815, -4.412], [0.268, -3.540, 1.558], [-1.350, -2.566, -0.551], [-0.375, 3.407, -0.784], [4.561, 4.124, 0.481], [0.133, -1.152, 2.561], [3.132, -2.905, -2.112], [0.742, -2.817, -1.476], [-1.175, -0.768, 0.750], [-2.853, -2.294, 0.389], [-2.288, -4.677, 0.880], [3.299, 4.457, 2.444], [-3.619, 0.839, 2.464], [1.691, 2.408, 1.467], [-5.224, 1.061, -0.011], [-5.424, 3.154, 1.319], [-3.447, -0.087, 0.991], [-5.662, 0.298, 1.442], [-1.892, -0.244, -1.575], [0.937, 0.014, 2.028], [-0.220, 4.212, 0.489], [-1.879, -3.613, 2.230], [4.584, 2.723, 1.729], [0.277, -3.804, -2.944], [3.468, -0.812, 1.916]], "forces_ev_per_angstrom": [[0.1, 0.3, -0.6], [-1.4, -0.7, 4.5], [0.5, -0.5, -1.3], [0.4, -1.2, -0.2], [-0.7, -0.5, -0.7], [2.8, 1.3, -1.9], [0.3, -0.4, 0.5], [1.1, -0.6, -0.2], [0.3, -0.2, 0.8], [-0.1, 1.6, -1.3], [0.3, -0.8, 0.2], [-1.0, 0.2, -0.1], [-1.2, -0.1, 1.1], [-2.1, 0.0, -3.3], [-0.7, -0.8, 0.5], [0.2, -1.4, -1.0], [-0.5, 0.9, 0.3], [0.7, -1.1, 0.3], [-1.3, 0.4, 1.2], [-1.1, -0.1, 1.1], [1.3, 0.2, 1.6], [-0.5, -0.4, -0.3], [2.3, -0.6, -0.9], [-0.2, 2.1, -0.2], [0.8, 0.4, 0.4], [-0.9, 0.9, -1.8], [-0.3, 0.3, -0.1], [0.1, 0.0, 0.2], [0.0, 0.0, -0.2], [-0.2, -0.7, 0.0], [0.1, -0.1, -0.6], [0.6, 0.2, -0.5], [-0.2, -0.3, -0.3], [-0.3, 0.3, 0.5], [0.0, 0.3, 0.0], [0.2, 0.0, 0.1], [0.0, -0.1, -0.3], [1.1, 0.1, 0.7], [-0.4, -0.1, -0.2], [-0.5, 0.8, 0.2], [-0.3, -0.3, 0.2], [0.5, 0.6, -0.4], [-0.5, -0.9, -0.8], [0.5, -0.2, -0.2], [-0.3, 0.7, 0.4], [0.3, -0.1, 0.4], [-0.2, -0.3, -0.4], [-0.5, 1.1, -0.3], [0.3, -0.1, -0.2], [0.2, -0.1, -0.2], [-0.1, 0.2, 0.4], [0.5, 0.5, 0.7], [-0.1, 0.3, -0.3], [0.1, 0.0, 0.4], [-0.2, -0.3, 0.3], [0.2, 0.3, 0.2], [0.2, -0.8, 0.8], [-0.2, -0.1, 0.2]], "mulliken_spin": [0.048, 0.053, 0.000, 0.000, -0.001, -0.007, 0.381, 0.001, 0.000, 0.008, 0.485, 0.001, 0.001, 0.011, 0.000, 0.000, 0.049, 0.000, -0.002, 0.000, 0.001, 0.009, 0.000, 0.000, 0.000, 0.000, -0.001, -0.021, -0.001, -0.001, 0.000, 0.000, 0.000, 0.000, 0.000, 0.001, -0.007, 0.000, 0.000, 0.000, -0.004, 0.001, 0.000, 0.000, 0.000, 0.000, 0.000, 0.000, 0.000, 0.000, 0.000, 0.000, 0.000, -0.006, 0.000, 0.000, 0.000, 0.000], "s2": 0.7620, "energy_ev": -54863.7589, "lumo_ha": [-0.0073, -0.0562], "gap_ev": [6.69, 5.36], "multiplicity": 2, "charge": -1, "homo_energy_ev": [-6.888, -6.885], "mol_weight_g_mol": 523.2}



[2]
{"formula": "C7H13NO", "method": "ωB97M-V/def2-TZVPD", "species": ["O", "N", "C", "C", "C", "C", "C", "C", "C", "H", "H", "H", "H", "H", "H", "H", "H", "H", "H", "H", "H", "H"], "xyz": [[-2.015, -0.192, -0.921], [-2.350, 1.592, 1.292], [-0.764, 0.237, -0.573], [-0.163, 1.649, 2.261], [1.194, -1.569, -2.594], [0.185, -0.615, 0.043], [-1.141, 1.224, 1.203], [1.594, -0.146, 0.289], [0.291, -1.740, -1.635], [-2.268, -0.947, -0.368], [-0.642, 2.302, 2.997], [-0.423, -2.564, -1.695], [1.317, -2.272, -3.420], [2.306, -0.926, 0.010], [-0.413, 1.019, -1.237], [-0.201, -1.345, 0.748], [-2.920, 1.280, 0.498], [1.923, -0.761, -2.566], [0.218, 0.776, 2.797], [0.665, 2.205, 1.817], [1.775, 0.046, 1.347], [1.832, 0.748, -0.292]], "forces_ev_per_angstrom": [[0.3, -0.2, -0.1], [0.5, -0.4, 0.3], [-1.7, 3.4, 4.0], [0.1, -0.1, 0.1], [0.0, 0.1, 0.6], [1.5, -4.0, -4.5], [-1.4, 0.5, -2.4], [0.1, -0.1, 0.1], [0.6, 0.5, 2.0], [0.1, 0.2, -0.1], [-0.2, -0.1, -0.2], [0.0, 0.2, 0.2], [-0.3, 0.2, 0.0], [-0.1, 0.1, -0.1], [0.0, -0.2, 0.0], [-0.1, 0.1, 0.1], [0.3, 0.0, 0.0], [0.0, -0.1, 0.1], [0.2, 0.1, -0.1], [0.1, -0.2, 0.0], [-0.1, 0.2, -0.1], [0.0, 0.0, 0.1]], "nbo_charge": [-0.682, -0.670, 0.141, -0.705, -0.467, -0.183, 0.240, -0.644, -0.208, 0.479, 0.235, 0.179, 0.205, 0.238, 0.207, 0.217, 0.347, 0.188, 0.217, 0.223, 0.225, 0.216], "energy_ev": -11002.6587, "lumo_ha": 0.0307, "relative_energy_kcal_mol": 117.5, "gap_ev": 8.35, "multiplicity": 1, "charge": 0, "homo_energy_ev": -7.514, "mol_weight_g_mol": 127.2}



[3]
{"formula": "C31H24CoN8O2SSbSe4", "method": "ωB97M-V/def2-TZVPD", "species": ["Sb", "Se", "Se", "Se", "Se", "Co", "S", "O", "O", "N", "N", "N", "N", "N", "N", "N", "N", "C", "C", "C", "C", "C", "C", "C", "C", "C", "C", "C", "C", "C", "C", "C", "C", "C", "C", "C", "C", "C", "C", "C", "C", "C", "C", "C", "C", "C", "C", "C", "H", "H", "H", "H", "H", "H", "H", "H", "H", "H", "H", "H", "H", "H", "H", "H", "H", "H", "H", "H", "H", "H", "H", "H"], "xyz": [[-2.729, 2.076, -0.254], [-0.638, 3.497, 0.205], [-3.465, 0.942, 1.751], [-4.225, 3.530, -1.396], [-1.893, 0.414, -1.957], [0.019, -0.538, -1.007], [2.208, -1.811, -0.428], [-2.190, -2.568, 1.667], [1.953, 3.152, 1.006], [-1.096, -1.920, -0.169], [1.141, 0.874, -1.654], [1.657, 1.691, -0.624], [-0.036, 0.167, 0.950], [0.124, -2.254, -3.507], [0.888, 3.154, -2.687], [0.228, 4.467, -4.700], [3.348, 0.041, 1.053], [3.023, -1.127, 3.453], [2.541, 3.752, -0.168], [3.338, 3.222, -3.514], [-0.650, -0.685, 1.793], [-2.884, -3.232, 0.572], [1.586, 1.294, -5.319], [0.082, -1.551, -2.591], [2.620, 2.186, -5.675], [0.963, 2.285, 0.475], [-2.009, -2.951, -0.677], [0.456, 1.288, 1.465], [-0.073, -4.579, -0.761], [2.710, -1.161, 1.052], [1.312, 1.629, -2.822], [2.680, 2.574, -1.122], [0.457, 1.542, 2.834], [3.683, 0.114, 3.373], [-1.330, -4.192, -1.201], [1.041, 0.997, -4.111], [-0.093, 0.612, 3.688], [0.546, 3.842, -3.781], [-2.014, -4.995, -2.105], [-0.191, -6.559, -2.123], [-1.316, -1.768, 1.074], [3.407, 3.020, -4.856], [0.496, -5.757, -1.225], [3.815, 0.681, 2.143], [-1.450, -6.175, -2.564], [2.547, -1.746, 2.331], [2.320, 2.717, -2.593], [-0.677, -0.530, 3.158], [-3.871, -2.779, 0.501], [-2.951, -4.289, 0.815], [4.191, 3.565, -5.374], [4.051, 0.622, 4.251], [1.489, -6.036, -0.895], [-1.985, -6.785, -3.280], [1.170, 0.733, -6.150], [0.279, 0.234, -4.082], [0.486, -3.937, -0.093], [2.038, -2.697, 2.381], [3.389, 0.489, 0.143], [2.860, 2.218, -6.730], [-0.109, 0.791, 4.755], [4.077, 3.881, -3.068], [-2.600, -2.488, -1.469], [1.849, 4.495, -0.570], [4.264, 1.647, 1.968], [3.681, 2.106, -1.057], [-2.983, -4.679, -2.475], [0.259, -7.473, -2.492], [-1.209, -1.248, 3.765], [2.880, -1.592, 4.421], [0.856, 2.483, 3.185], [3.480, 4.216, 0.126]], "forces_ev_per_angstrom": [[-0.2, -0.3, 0.0], [-0.1, 0.3, -0.1], [0.0, 0.0, 0.0], [0.0, 0.1, 0.0], [-0.1, 0.1, 0.0], [0.4, -0.1, 0.0], [-0.2, -0.1, 0.1], [0.0, 0.0, 0.0], [-0.1, -0.2, -0.1], [-0.1, 0.0, -0.1], [-0.3, 0.7, 0.0], [0.4, -1.0, 0.5], [-0.2, 0.0, 0.0], [0.0, 0.0, 0.0], [0.1, 0.1, -0.1], [0.0, 0.0, 0.0], [0.1, -0.1, 0.1], [0.0, 0.0, 0.0], [0.0, 0.0, 0.0], [0.0, 0.0, 0.0], [0.1, -0.1, 0.0], [0.0, 0.0, 0.0], [0.0, 0.0, 0.0], [0.1, 0.0, 0.0], [0.0, 0.0, 0.0], [-0.3, 0.4, -0.2], [0.0, 0.0, 0.0], [0.3, 0.0, -0.1], [0.0, 0.0, 0.0], [0.1, 0.1, 0.0], [0.1, -0.2, 0.0], [0.0, 0.1, -0.1], [-0.1, 0.0, 0.0], [0.0, 0.0, 0.0], [0.0, 0.0, 0.0], [-0.1, 0.1, 0.0], [0.0, 0.0, 0.0], [-0.1, 0.0, 0.0], [0.0, 0.0, 0.0], [0.0, 0.0, 0.0], [0.1, 0.0, 0.0], [0.0, 0.0, 0.0], [0.0, 0.0, 0.0], [0.0, 0.0, 0.0], [0.0, 0.0, 0.0], [0.0, -0.1, 0.0], [-0.2, 0.0, 0.0], [0.0, 0.0, 0.0], [0.0, 0.0, 0.0], [0.0, 0.0, 0.0], [0.0, 0.0, 0.0], [0.0, 0.0, 0.0], [0.0, 0.0, 0.0], [0.0, 0.0, 0.0], [0.0, 0.0, 0.0], [0.0, 0.0, 0.0], [0.0, 0.0, 0.0], [0.0, 0.0, 0.0], [-0.1, 0.1, 0.0], [0.0, 0.0, 0.0], [0.0, 0.0, 0.0], [0.0, 0.0, 0.0], [0.0, 0.0, 0.0], [0.1, 0.0, -0.1], [0.0, 0.0, 0.0], [0.0, 0.1, -0.1], [0.0, 0.0, 0.0], [0.0, 0.0, 0.0], [0.0, 0.0, 0.0], [0.0, 0.0, 0.0], [0.0, 0.0, 0.0], [0.0, 0.0, 0.0]], "mulliken_spin": [0.000, 0.001, 0.000, 0.000, 0.001, -0.007, 0.000, 0.000, 0.001, -0.007, 0.000, -0.008, -0.002, -0.001, 0.099, 0.013, 0.000, 0.000, -0.005, 0.389, 0.002, 0.000, -0.135, 0.010, 0.380, 0.004, 0.002, -0.001, 0.001, 0.000, 0.052, 0.015, 0.001, 0.000, -0.001, 0.301, 0.000, -0.015, 0.000, 0.000, -0.001, -0.131, 0.000, 0.000, 0.000, 0.000, -0.036, 0.001, 0.000, 0.000, -0.006, 0.000, 0.000, 0.000, -0.009, 0.055, 0.000, 0.000, -0.002, 0.027, 0.000, 0.019, 0.001, -0.002, 0.000, -0.007, 0.000, 0.000, 0.000, 0.000, 0.000, 0.001], "s2": 0.7952, "energy_ev": -364937.5064, "lumo_ha": [0.0403, 0.0403], "gap_ev": [5.57, 5.58], "multiplicity": 2, "charge": -1, "homo_energy_ev": [-4.477, -4.482], "mol_weight_g_mol": 1069.2}